*1*
Entry from the OMol25 dataset: a 2-piece molecular cluster, C2H2N3O overall (ωB97M-V with the def2-TZVPD basis set).

## Properties
charge	+1
orbital gap (spin up / spin down)	6.445 / 6.358	eV
multiplicity	1

CARTESIAN COORDINATES (ANGSTROEM)
C -0.84 0.65 -0.38
C 1.09 0.31 1.70
N -1.57 1.69 -0.49
N -2.38 2.45 -0.96
N -2.88 3.42 -1.15
O 1.07 1.38 2.09
H -1.03 -0.30 -0.90
H 1.74 -0.63 1.41

*2*
Entry from the OMol25 dataset: C2H2N3O as an isolated structure (ωB97M-V with the def2-TZVPD basis set).

## Properties
charge	+1
orbital gap (spin up / spin down)	7.482 / 8.077	eV
multiplicity	1

CARTESIAN COORDINATES (ANGSTROEM)
C 1.88 0.19 0.05
C -0.05 -0.24 0.03
N 1.15 -0.93 -0.03
N -2.25 0.30 0.03
N 0.76 0.90 -0.06
O -1.26 -0.47 -0.02
H 2.93 0.40 0.07
H -3.16 -0.16 -0.07

*3*
Entry from the OMol25 dataset: an isolated ion of composition C2H2N3O and charge +1 (ωB97M-V with the def2-TZVPD basis set).

## Properties
charge	+1
orbital gap (spin up / spin down)	7.032 / 7.012	eV
multiplicity	1

CARTESIAN COORDINATES (ANGSTROEM)
C -0.67 -0.29 0.54
C -0.34 2.04 0.49
N -1.71 1.20 1.94
N -1.35 0.16 1.52
N 0.11 0.90 0.11
O -0.41 3.14 0.72
H -0.72 -1.28 0.06
H 0.94 0.63 -0.37

Which of them is the most stable, and which is the least stable? *3* and *2*, in that order.

*1*
Entry from the OMol25 dataset: one molecule with the formula C4H9NO3 (ωB97M-V with the def2-TZVPD basis set).

## Properties
orbital gap	10.586	eV
structure (SMILES)	O=C(O)NCCCO
multiplicity	1

CARTESIAN COORDINATES (ANGSTROEM)
C 0.34 -1.41 0.24
C -0.86 -0.96 1.06
C -0.65 0.14 2.10
O -1.89 0.88 2.24
N 0.34 -0.83 -1.11
C 0.81 0.35 -1.60
O 1.65 0.95 -0.70
O 0.53 0.76 -2.69
H 0.37 -2.48 0.07
H 1.27 -1.08 0.74
H -1.74 -0.65 0.45
H -1.47 -1.82 1.40
H -0.37 -0.17 3.10
H -0.01 0.86 1.56
H -2.12 1.19 1.38
H -0.48 -1.13 -1.60
H 1.94 1.75 -1.13

*2*
Entry from the OMol25 dataset: one molecule with the formula C4H9NO3 (ωB97M-V with the def2-TZVPD basis set).

## Properties
orbital gap (spin up / spin down)	8.544 / 8.142	eV
multiplicity	1

CARTESIAN COORDINATES (ANGSTROEM)
C 0.25 1.14 -0.96
C -1.15 0.39 -0.45
C -0.83 -0.98 0.11
C 1.70 -0.35 1.00
N 1.45 -0.81 -0.26
O 1.21 0.11 -1.18
O -1.84 1.34 0.28
O -1.20 -2.22 -0.35
H 0.09 1.77 -1.90
H 0.55 1.90 -0.27
H -1.81 0.26 -1.39
H -0.71 -1.07 1.19
H 2.43 0.40 1.21
H 0.81 -0.08 1.53
H 1.95 -1.28 1.52
H -1.55 1.65 1.19
H -1.37 -2.17 -1.26

*3*
Entry from the OMol25 dataset: one molecule with the formula C4H9NO3 (ωB97M-V with the def2-TZVPD basis set).

## Properties
orbital gap	10.463	eV
structure (SMILES)	C[C@@H](O)[C@H](N)C(=O)O
multiplicity	1

CARTESIAN COORDINATES (ANGSTROEM)
C -0.52 0.09 -0.56
C -1.60 -0.83 0.10
C 0.97 -0.29 -0.40
C 1.63 0.25 0.95
H -0.20 1.87 -1.23
H -0.55 1.84 0.48
H -0.73 -0.40 -1.54
H 1.52 0.22 -1.23
H 0.41 -2.14 -0.28
H 2.72 0.05 1.06
H 1.21 -0.32 1.75
H 1.40 1.25 1.13
H -2.53 0.77 0.30
N -0.87 1.53 -0.44
O -1.33 -2.00 0.21
O 1.22 -1.63 -0.59
O -2.73 -0.24 0.29

Which of them is the most stable, and which is the least stable? *1* and *2*, in that order.

*1*
Entry from the OMol25 dataset: a 2-piece molecular cluster, C4H9NO3 overall (ωB97M-V with the def2-TZVPD basis set).

## Properties
orbital gap	10.072	eV
structure (SMILES)	CC(=O)O.CC(N)=O
multiplicity	1

CARTESIAN COORDINATES (ANGSTROEM)
C -0.68 -0.69 -2.80
C -2.17 -1.14 -2.65
C 0.96 0.73 2.47
C 1.98 1.76 2.53
H 0.98 -0.75 -1.70
H -0.48 -1.18 -0.90
H -2.77 -0.44 -3.08
H -2.63 -1.34 -1.70
H -2.06 -2.21 -2.97
H -0.36 -0.02 3.42
H 2.82 1.52 1.86
H 1.38 2.67 2.11
H 2.11 1.79 3.71
N 0.06 -0.77 -1.69
O -0.15 -0.41 -3.88
O 0.95 -0.27 1.81
O 0.07 0.76 3.47

*2*
Entry from the OMol25 dataset: one molecule with the formula C4H9NO3 (ωB97M-V with the def2-TZVPD basis set).

## Properties
orbital gap	10.163	eV
structure (SMILES)	C[C@H](OCO)C(N)=O
multiplicity	1

CARTESIAN COORDINATES (ANGSTROEM)
C -0.47 -0.33 -0.24
C 1.93 -0.12 -0.11
C -1.22 -1.64 -0.44
C -1.31 0.67 0.58
N -0.60 1.65 1.17
O 0.78 -0.63 0.42
O 2.06 1.24 -0.06
O -2.52 0.63 0.57
H 1.77 1.19 -1.12
H -0.25 0.13 -1.21
H -1.09 2.35 1.70
H 0.41 1.59 1.24
H 2.77 -0.64 0.35
H 1.95 -0.22 -1.38
H -1.40 -2.11 0.52
H -0.64 -2.32 -1.07
H -2.17 -1.43 -0.92

*3*
Entry from the OMol25 dataset: one molecule with the formula C4H9NO3 (ωB97M-V with the def2-TZVPD basis set).

## Properties
orbital gap	8.906	eV
structure (SMILES)	CC(C)([NH2+]O)C(=O)[O-]
multiplicity	1

CARTESIAN COORDINATES (ANGSTROEM)
O -1.80 1.45 1.26
O -0.65 -0.05 2.45
O 1.91 -1.15 -0.08
C -0.94 0.56 1.37
C -1.16 -0.49 -0.96
C 0.63 1.19 -0.59
C -0.19 0.09 0.08
N 0.65 -1.05 0.52
H 2.38 -0.29 -0.16
H -0.58 -0.90 -1.79
H -1.84 0.28 -1.33
H -1.75 -1.30 -0.48
H 1.39 1.64 0.12
H 1.14 0.89 -1.49
H -0.07 1.99 -0.87
H 0.75 -0.93 1.57
H 0.13 -1.91 0.37

Which of them is the most stable, and which is the least stable? *1* and *3*, in that order.

*1*
Entry from the OMol25 dataset: one molecule with the formula C4H9NO3 (ωB97M-V with the def2-TZVPD basis set).

## Properties
orbital gap	10.170	eV
structure (SMILES)	C[C@H](COO)C(N)=O
multiplicity	1

CARTESIAN COORDINATES (ANGSTROEM)
C 0.28 -0.30 0.81
C -1.13 0.31 0.67
C 0.29 -1.79 0.46
C 1.34 0.44 -0.01
N 1.19 0.34 -1.35
O -1.55 0.59 -0.65
O -1.19 1.91 -1.03
O 2.29 0.99 0.51
H -2.03 2.39 -1.04
H 0.57 -0.19 1.86
H 0.30 0.07 -1.74
H 1.81 0.88 -1.92
H -1.19 1.23 1.27
H -1.87 -0.41 1.04
H -0.33 -2.34 1.16
H -0.10 -1.95 -0.55
H 1.30 -2.18 0.50

*2*
Entry from the OMol25 dataset: one molecule with the formula C4H9NO3 (ωB97M-V with the def2-TZVPD basis set).

## Properties
orbital gap	9.854	eV
structure (SMILES)	C[C@](N)(CO)C(=O)O
multiplicity	1

CARTESIAN COORDINATES (ANGSTROEM)
C 0.32 1.41 0.02
C -0.19 0.10 0.11
C 1.02 -0.61 -0.84
C -1.61 -0.17 -0.24
H 1.28 1.59 0.18
H -0.24 1.82 -0.95
H -0.13 2.04 0.89
H 0.82 0.06 1.74
H -0.44 -1.02 1.70
H 0.47 -1.68 -0.96
H 1.01 0.02 -1.86
H 2.83 -0.05 -0.17
H -3.05 -1.60 -0.32
N -0.07 -0.12 1.49
O 2.38 -0.94 -0.26
O -2.13 -1.56 0.10
O -2.26 0.70 -0.63

Which of them is the most stable, and which is the least stable? *1* and *2*, in that order.

*1*
Entry from the OMol25 dataset: C4H9NO3 as an isolated structure (ωB97M-V with the def2-TZVPD basis set).

## Properties
orbital gap	10.901	eV
multiplicity	1

CARTESIAN COORDINATES (ANGSTROEM)
O 0.93 1.40 -0.31
C 0.34 0.42 0.09
N 0.90 -0.83 0.28
C 2.31 -0.90 -0.03
O 3.08 0.00 0.80
C -1.11 0.46 0.46
C -2.00 0.35 -0.77
O -3.50 0.27 0.04
H 0.58 -1.28 1.14
H 2.56 -0.39 -0.96
H 2.76 -1.89 0.08
H 2.81 0.88 0.54
H -1.40 1.38 1.02
H -1.42 -0.41 1.07
H -1.63 -0.35 -1.50
H -2.16 1.28 -1.32
H -3.06 -0.40 -0.62

*2*
Entry from the OMol25 dataset: one molecule with the formula C4H9NO3 (ωB97M-V with the def2-TZVPD basis set).

## Properties
orbital gap	9.858	eV
structure (SMILES)	C=C(O)NC(C)(O)O
multiplicity	1

CARTESIAN COORDINATES (ANGSTROEM)
C 0.92 0.14 -0.19
C 2.09 1.16 0.73
N -0.07 0.24 0.76
C -1.53 -0.32 0.16
C -1.80 -1.36 -0.64
O 0.72 0.76 -1.39
O 1.46 -1.10 -0.33
O -2.49 0.53 0.61
H 0.38 0.13 -2.04
H 0.86 -1.77 0.04
H -3.37 0.14 0.49
H -0.30 1.18 1.05
H 2.14 0.90 1.78
H 1.83 2.19 0.54
H 3.02 0.89 0.25
H -1.04 -2.00 -1.05
H -2.81 -1.71 -0.76

*3*
Entry from the OMol25 dataset: a 3-piece molecular cluster, C4H9NO3 overall (ωB97M-V with the def2-TZVPD basis set).

## Properties
orbital gap (spin up / spin down)	7.999 / 7.998	eV
multiplicity	1

CARTESIAN COORDINATES (ANGSTROEM)
C 0.94 -1.99 -0.98
C -0.82 2.19 1.26
N 0.62 -0.69 0.62
C -0.52 -0.42 0.10
C -1.64 -0.49 -0.57
O -0.76 0.86 1.62
O 1.63 0.27 0.31
O 1.39 -1.24 -2.01
H 2.00 0.46 1.19
H 2.07 -0.63 -1.68
H 1.67 -2.48 -0.35
H 0.09 -2.60 -1.26
H -0.81 2.83 2.15
H 0.05 2.49 0.64
H -1.73 2.43 0.67
H -1.75 -1.13 -1.43
H -2.45 0.15 -0.27

*4*
Entry from the OMol25 dataset: a 2-piece molecular cluster, C4H9NO3 overall (ωB97M-V with the def2-TZVPD basis set).

## Properties
orbital gap	10.877	eV
structure (SMILES)	CCC(=O)O.NC=O
multiplicity	1

CARTESIAN COORDINATES (ANGSTROEM)
C -0.73 0.98 -0.89
C -2.08 0.30 -0.87
C 0.03 0.92 0.55
O 1.21 1.58 0.50
O -0.61 0.81 1.59
H 1.67 1.46 -0.35
H -0.09 0.59 -1.69
H -0.84 2.05 -1.07
H -1.98 -0.78 -0.75
H -2.69 0.69 -0.05
H -2.62 0.48 -1.81
N 1.55 -1.89 1.42
C 1.36 -1.36 0.20
O 2.22 -1.16 -0.64
H 0.86 -1.72 2.15
H 2.49 -2.11 1.71
H 0.26 -0.84 0.00

Which of them is the most stable, and which is the least stable? *4* and *3*, in that order.

*1*
Entry from the OMol25 dataset: a 2-piece molecular cluster, C4H9NO3 overall (ωB97M-V with the def2-TZVPD basis set).

## Properties
orbital gap (spin up / spin down)	8.370 / 8.369	eV
multiplicity	1

CARTESIAN COORDINATES (ANGSTROEM)
C 0.83 -0.60 1.51
C 0.20 0.56 -0.59
C -1.78 0.64 -1.48
C -0.29 0.54 0.80
N 0.46 -0.74 -0.95
O 0.98 -1.58 0.62
O 1.99 0.13 1.80
O -2.08 -0.57 -1.47
H 2.74 -0.47 1.82
H -0.43 -1.27 -1.10
H 1.18 -0.92 -1.64
H 0.36 -0.98 2.43
H 1.00 1.26 -0.82
H -1.41 1.13 -2.39
H -2.27 1.35 -0.80
H -0.25 1.49 1.32
H -1.24 0.03 0.95

*2*
Entry from the OMol25 dataset: one molecule with the formula C4H9NO3 (ωB97M-V with the def2-TZVPD basis set).

## Properties
orbital gap	10.260	eV
structure (SMILES)	N[C@@H](CC=O)C(O)O
multiplicity	1

CARTESIAN COORDINATES (ANGSTROEM)
C -0.30 -1.01 -0.53
C -0.02 0.51 -0.37
C 0.68 0.79 0.96
N -1.24 1.29 -0.41
C 2.11 0.34 1.00
O -0.78 -1.35 -1.79
O -1.22 -1.37 0.47
O 2.67 -0.31 0.17
H -1.57 -0.82 -1.97
H -1.45 -2.31 0.36
H 0.64 -1.57 -0.42
H 0.61 0.81 -1.20
H -1.92 0.90 0.24
H -1.65 1.29 -1.34
H 0.63 1.86 1.16
H 0.15 0.28 1.76
H 2.65 0.67 1.91

*3*
Entry from the OMol25 dataset: a 2-piece molecular cluster, C4H9NO3 overall (ωB97M-V with the def2-TZVPD basis set).

## Properties
orbital gap	9.659	eV
structure (SMILES)	C=C(C)C(=O)O.NO
multiplicity	1

CARTESIAN COORDINATES (ANGSTROEM)
C -0.03 -0.65 -1.78
C 0.80 -0.72 -0.54
C 2.14 -0.64 -0.53
H -0.62 2.09 0.18
H -0.99 -0.16 -1.58
H -0.22 -1.65 -2.17
H 0.47 -0.06 -2.56
H 2.71 -0.55 -1.45
H 2.71 -0.68 0.39
N -1.50 2.31 0.65
C 0.12 -0.82 0.76
O -1.22 2.03 2.06
O -0.90 -1.69 0.72
O 0.38 -0.16 1.75
H -0.42 1.46 2.08
H -1.28 -1.68 1.62
H -2.17 1.58 0.42

Which of them is the most stable, and which is the least stable? *2* and *1*, in that order.